ORCA calculation (the ωB97M-V functional and the def2-TZVPD basis) on a structure of composition C37H31AuO2P2.

The geometry in XYZ format:
```
73
C37H31AuO2P2 (the ωB97M-V functional and the def2-TZVPD basis)
Au 0.846 1.723 0.638
P 0.980 -1.224 1.151
P -0.624 1.758 -1.196
O 2.934 1.736 -0.353
O 0.006 -1.148 -1.645
C -3.056 0.731 -2.115
C 4.458 -0.999 3.265
C -1.787 -2.179 4.726
C -1.330 -0.906 -1.857
C 0.662 -4.745 -1.806
C 2.684 -1.603 1.729
C -2.840 2.641 0.286
C 0.363 -2.436 -1.271
C 3.530 -2.555 1.165
C 3.182 -0.807 2.762
C 0.657 -2.677 0.072
C -0.807 3.066 -3.695
C -2.237 -1.901 -2.210
C -1.745 0.420 -1.743
C -3.542 -1.568 -2.529
C 5.279 -1.976 2.717
C -3.954 -0.243 -2.511
C -0.444 -2.508 4.833
C 1.338 2.156 -3.071
C -2.260 -1.579 3.566
C -1.386 -1.305 2.527
C -1.796 3.007 -0.562
C -1.525 4.361 -0.752
C 1.054 3.220 -5.207
C -3.346 4.955 0.700
C -0.279 3.475 -4.907
C -3.611 3.608 0.909
C 0.847 -3.999 0.468
C -0.035 -1.645 2.618
C 0.423 -3.444 -2.220
C 0.002 2.408 -2.769
C 1.860 2.560 -4.293
C 1.793 2.301 2.405
C 0.831 -5.031 -0.457
C 4.817 -2.737 1.656
C -2.299 5.329 -0.129
C 0.428 -2.247 3.783
H 0.980 -6.053 -0.133
H 5.458 -3.482 1.201
H -4.419 3.309 1.564
H 1.969 1.659 -2.344
H 6.280 -2.125 3.101
H -3.391 1.758 -2.062
H -1.846 3.266 -3.463
H -4.232 -2.353 -2.808
H 2.579 0.011 3.136
H 1.719 3.377 2.546
H 3.200 -3.162 0.334
H 0.698 -5.541 -2.539
H -1.750 -0.817 1.627
H -3.949 5.709 1.188
H -3.306 -1.314 3.478
H -0.906 3.994 -5.621
H 1.301 1.777 3.228
H 2.900 2.368 -4.521
H 4.817 -0.369 4.068
H -1.928 -2.935 -2.241
H -3.054 1.593 0.461
H -0.697 4.662 -1.382
H -2.463 -2.383 5.546
H 1.464 3.543 -6.156
H -2.078 6.376 -0.288
H 2.839 1.999 2.314
H 1.042 -4.207 1.514
H -4.965 0.028 -2.780
H 1.474 -2.509 3.878
H 0.261 -3.202 -3.263
H -0.071 -2.973 5.736
```

Summary:
Spin multiplicity ... 3
Orbital gap (alpha / beta) ... 7.9 / 6.8 eV
HOMO energy (alpha / beta) ... -7.32 / -7.56 eV

=====

ORCA calculation (the ωB97M-V functional and the def2-TZVPD basis) on a cluster of 2 separate species, C37H31BF6O2S in total at a distorted geometry.

The geometry in XYZ format:
```
78
C37H31BF6O2S (the ωB97M-V functional and the def2-TZVPD basis)
S 2.473 2.050 -2.113
F 4.444 -2.107 -2.778
F -2.334 -2.914 -3.409
F 3.376 -4.021 -2.652
F 3.784 -3.121 -4.619
F -1.259 -3.572 -5.226
F -2.180 -1.574 -5.151
O -1.550 1.430 2.219
O 0.858 1.289 2.401
C 0.973 -2.648 -3.876
C 0.532 3.550 -2.822
C -0.709 -0.232 5.356
C -1.370 2.561 1.325
C 0.343 -2.239 0.509
C 0.594 -0.380 4.843
C -2.840 -1.631 -0.056
C -0.217 -1.926 -3.832
C 2.109 -2.099 -3.259
C -0.020 2.238 -2.704
C -1.810 -0.625 4.612
C 0.876 1.253 -2.265
C -0.075 4.737 1.173
C -4.792 -1.419 1.430
C 2.834 4.712 -2.875
C -1.605 -0.990 3.285
C 1.046 2.542 1.698
C -0.297 -0.682 -3.222
C 0.574 -4.161 -1.022
C 0.828 -0.787 3.530
C -2.586 -1.208 2.279
C -1.956 -1.319 0.989
C 2.241 -3.803 0.665
C -4.227 -1.654 0.171
C 1.736 -4.578 -0.380
C -0.494 -1.212 1.081
C 1.905 3.587 -2.623
C -0.207 3.418 1.907
C -1.480 -2.498 -4.421
C 2.046 -0.893 -2.607
C -0.100 -3.026 -0.591
C 3.421 -2.827 -3.336
C -0.304 -0.840 2.613
C 1.581 -2.654 1.080
C -0.432 3.687 3.402
C 0.862 -0.135 -2.637
C -3.953 -1.259 2.531
B -0.404 0.755 2.545
H 3.740 4.326 -3.351
H 2.238 -5.498 -0.695
H 1.450 -0.217 5.498
H -2.824 -0.693 5.020
H 0.191 -4.718 -1.878
H 2.921 -0.523 -2.072
H -0.847 0.147 6.362
H -1.230 -0.127 -3.219
H 1.011 -3.633 -4.332
H 1.207 2.329 0.616
H 2.039 -2.047 1.852
H -4.314 -1.155 3.556
H 3.167 -4.102 1.157
H 2.384 5.460 -3.531
H -2.462 -1.808 -1.053
H -0.578 2.753 3.961
H 1.951 3.010 2.118
H 0.437 4.198 3.826
H -1.327 4.304 3.531
H 0.148 4.609 0.111
H -1.113 2.151 0.319
H 1.838 -0.968 3.171
H -5.875 -1.394 1.569
H -0.046 4.437 -3.079
H 0.728 5.339 1.602
H -4.876 -1.880 -0.679
H -0.994 5.321 1.253
H -1.040 1.993 -2.973
H 3.137 5.199 -1.942
H -2.324 3.123 1.267
H -0.970 -2.711 -1.152
```

Summary:
SMILES ... CC1(C)COB([C@@]23C=CC=CC2=c2ccccc2=C3c2ccccc2)OC1.Cc1ccc(-c2cc(C(F)(F)F)cc(C(F)(F)F)c2)s1
Orbital gap ... 6.0 eV
HOMO energy ... -6.37 eV

=====

ORCA calculation (the ωB97M-V functional and the def2-TZVPD basis) on a structure of composition C37H31BrKN4O4.

The geometry in XYZ format:
```
78
C37H31BrKN4O4 (the ωB97M-V functional and the def2-TZVPD basis)
Br -2.862 2.677 4.853
K -0.364 -0.376 -0.771
O 1.365 -1.628 1.056
O 1.157 1.355 -2.027
O -2.863 -0.540 -1.806
O -2.480 -1.872 -0.041
N 2.290 -1.374 -2.717
N -4.625 -2.316 1.483
N 2.104 -1.323 -1.466
N -1.130 1.418 1.351
C 2.025 -0.713 -4.957
C 2.541 -3.732 1.285
C 0.790 1.307 -5.571
C -2.426 2.509 3.018
C -6.848 -1.689 -2.018
C -1.477 1.581 2.624
C -6.737 -2.264 0.316
C 2.372 -1.311 -7.709
C 0.664 1.647 -4.278
C 3.350 -4.704 0.706
C -3.222 -1.339 -0.918
C 1.836 -0.398 -3.544
C 2.567 -2.472 -0.787
C -5.606 0.371 1.975
C -2.688 3.129 0.749
C 1.503 0.125 -5.965
C -1.724 2.184 0.433
C -6.194 -0.437 4.295
C 0.620 -1.916 2.226
C -6.147 -1.416 5.284
C -7.475 -2.069 -0.837
C 1.681 -0.190 -7.322
C -3.050 3.300 2.073
C 3.767 -4.567 -0.607
C 2.155 -2.620 0.551
C -4.710 -1.675 -0.869
C -5.090 -2.938 3.768
C 2.902 -2.148 -6.717
C 1.226 0.867 -3.175
C 2.730 -1.861 -5.384
C -5.476 -1.488 -2.014
C -5.579 -2.654 5.032
C -5.654 -0.700 3.032
C -6.821 0.900 4.605
C 3.374 -3.459 -1.345
C -5.132 -1.978 2.762
C -5.348 -2.084 0.318
H -7.423 -1.540 -2.923
H 3.454 -3.037 -7.001
H -7.576 1.168 3.864
H -5.604 1.364 2.424
H 2.505 -1.546 -8.758
H -6.073 1.697 4.614
H -3.618 -2.230 1.317
H -3.800 4.022 2.367
H -0.986 0.955 3.359
H 0.054 -2.844 2.113
H -0.077 -1.090 2.348
H 1.264 -1.981 3.107
H -7.224 -2.567 1.236
H 1.255 0.479 -8.063
H -1.414 2.049 -0.597
H -5.541 -3.405 5.812
H 3.646 -5.567 1.290
H 2.215 -3.851 2.309
H 0.357 1.930 -6.347
H 4.396 -5.323 -1.061
H 0.142 2.548 -3.975
H -7.296 0.882 5.585
H -6.562 -1.199 6.263
H 3.681 -3.336 -2.374
H -8.548 -2.221 -0.814
H 3.139 -2.522 -4.636
H -4.959 -1.147 -2.902
H -6.457 0.309 1.292
H -3.149 3.715 -0.034
H -4.706 0.271 1.368
H -4.678 -3.910 3.529
```

Summary:
Charge ... -1
Orbital gap ... 6.3 eV
HOMO energy ... -4.26 eV